Formula: C3H7N2O3
Source: the Open Molecules 2025 dataset
Level of theory: the ωB97M-V functional and the def2-TZVPD basis

Atoms and positions in Å:
1 C -1.182 0.604 -0.432
2 C 0.101 -1.099 0.438
3 C 0.039 -0.207 -0.766
4 N -1.297 1.784 0.077
5 N -3.303 -0.216 0.303
6 O -3.389 -1.313 0.095
7 O -3.780 0.724 0.648
8 O 1.115 0.725 -0.874
9 H -0.429 -2.032 0.292
10 H 1.228 -1.226 0.785
11 H -0.492 -0.655 1.256
12 H -0.030 -0.868 -1.717
13 H -0.536 2.455 -0.032
14 H -2.163 2.041 0.535
15 H 1.903 0.326 -1.237

Summary:
energy relative to the best compared isomer or geometry (same formula, charge and spin): 139.0 kcal/mol
multiplicity: 1
total charge: +1
F_max: 0.117 hartree/bohr
frontier orbital gap (spin up / spin down): 9.0 / 8.3 eV
HOMO energy (spin up / spin down): -14.67 / -14.28 eV
E_LUMO (spin up / spin down): -5.628 / -6.019 eV
calculated total energy: -453.2495 hartree

***

Formula: C3H7N2OS
Source: the Open Molecules 2025 dataset
Level of theory: the ωB97M-V functional and the def2-TZVPD basis

Atoms and positions in Å:
1 C 0.289 0.509 1.550
2 C -1.191 0.366 1.490
3 C 0.281 0.024 -0.622
4 N 0.973 0.348 0.518
5 N 0.847 -1.158 -1.353
6 O 0.278 1.080 -1.656
7 S -1.456 -0.328 -0.173
8 H 0.846 0.800 2.491
9 H -1.842 -0.278 2.161
10 H -1.826 1.220 1.605
11 H 1.000 -1.892 -0.782
12 H 1.883 -0.904 -1.817
13 H 0.227 -1.504 -2.166
14 H -0.309 1.716 -1.246

Summary:
energy relative to the best compared isomer or geometry (same formula, charge and spin): 47.5 kcal/mol
multiplicity: 1
total charge: +1
F_max: 0.129 hartree/bohr
frontier orbital gap: 10.0 eV
HOMO energy: -13.75 eV
E_LUMO: -3.789 eV
calculated total energy: -701.1490 hartree
SMILES string: [NH3+][C@]1(O)N=CCS1

***

Formula: C3H7N2P
Source: the Open Molecules 2025 dataset
Level of theory: the ωB97M-V functional and the def2-TZVPD basis

Atoms and positions in Å:
1 C 1.275 1.150 0.101
2 C 0.855 -0.370 -0.231
3 C -0.109 -0.708 0.852
4 N 0.515 1.988 0.476
5 N -1.294 0.071 0.910
6 P -2.307 0.278 -0.231
7 H 2.312 1.500 -0.144
8 H 0.230 -0.328 -1.070
9 H 1.631 -1.052 -0.355
10 H -0.350 -1.853 0.712
11 H 0.331 -0.540 1.956
12 H -2.052 0.884 -1.563
13 H -3.118 1.171 0.305

Summary:
energy relative to the best compared isomer or geometry (same formula, charge and spin): 64.7 kcal/mol
multiplicity: 1
F_max: 0.092 hartree/bohr
frontier orbital gap (spin up / spin down): 8.1 / 7.8 eV
HOMO energy (spin up / spin down): -8.78 / -7.95 eV
E_LUMO (spin up / spin down): -0.717 / -0.161 eV
calculated total energy: -569.1885 hartree

***

Formula: C3H7N2S
Source: the Open Molecules 2025 dataset
Level of theory: the ωB97M-V functional and the def2-TZVPD basis

Atoms and positions in Å:
1 C 0.933 -0.244 -1.087
2 C 0.504 1.001 -0.418
3 C 0.936 -0.686 0.952
4 N 1.117 -1.207 -0.263
5 N 0.629 0.637 0.959
6 S -2.545 -0.088 -0.074
7 H 0.935 -0.439 -2.113
8 H 1.052 1.887 -0.740
9 H -0.538 1.262 -0.711
10 H 0.982 -1.337 1.918
11 H -2.240 -1.016 -0.916
12 H 0.374 1.311 1.670
13 H -2.139 -1.081 0.824

Summary:
energy relative to the best compared isomer or geometry (same formula, charge and spin): 44.6 kcal/mol
multiplicity: 1
total charge: +1
F_max: 0.081 hartree/bohr
frontier orbital gap: 8.0 eV
HOMO energy: -13.84 eV
E_LUMO: -5.848 eV
calculated total energy: -625.9010 hartree

***

Formula: C3H7N2S
Source: the Open Molecules 2025 dataset
Level of theory: the ωB97M-V functional and the def2-TZVPD basis

Atoms and positions in Å:
1 C 0.324 0.742 0.313
2 C 1.529 1.146 -0.671
3 C -0.789 -1.404 -0.470
4 N -1.057 -0.062 1.602
5 N -0.522 -0.266 0.349
6 S -0.205 1.427 1.804
7 H 1.124 1.345 -1.661
8 H 2.002 2.031 -0.271
9 H 2.227 0.315 -0.718
10 H -0.243 -1.305 -1.405
11 H -0.480 -2.320 0.039
12 H -1.858 -1.465 -0.677
13 H -2.053 -0.183 1.765

Summary:
energy relative to the best compared isomer or geometry (same formula, charge and spin): 58.9 kcal/mol
multiplicity: 1
total charge: +1
F_max: 0.056 hartree/bohr
frontier orbital gap: 10.6 eV
HOMO energy: -14.91 eV
E_LUMO: -4.286 eV
calculated total energy: -625.8783 hartree

***

Formula: C3H7N2S
Source: the Open Molecules 2025 dataset
Level of theory: the ωB97M-V functional and the def2-TZVPD basis

Atoms and positions in Å:
1 C 0.869 1.584 -0.355
2 C 0.330 -0.695 0.445
3 C -0.373 -1.701 -0.131
4 N 0.964 0.268 -0.456
5 N -0.242 2.067 0.194
6 S -1.335 -2.771 0.914
7 H 1.718 2.223 -0.739
8 H 0.456 -0.378 1.497
9 H -1.038 1.302 0.439
10 H -0.362 -1.750 -1.211
11 H 1.770 -0.018 -1.053
12 H -0.370 3.039 0.256
13 H -2.385 -3.171 0.201

Summary:
energy relative to the best compared isomer or geometry (same formula, charge and spin): 32.0 kcal/mol
multiplicity: 1
total charge: +1
F_max: 0.073 hartree/bohr
frontier orbital gap: 8.7 eV
HOMO energy: -12.77 eV
E_LUMO: -4.053 eV
calculated total energy: -625.9212 hartree
SMILES string: [NH2+]=CN/C=C/S

***

Question: Number 4 is which compound?
Answer: C3H7N2S

***

Question: Among the records above, which one has the highest calculated total energy?
Answer: C3H7N2O3

***

Question: Which formula does entry 2 have?
Answer: C3H7N2OS

***

Question: Which of these has the lowest calculated total energy?
Answer: C3H7N2OS